No. 1
Formula: C3H4N2O
Source: the OMol25 dataset
Level of theory: ωB97M-V/def2-TZVPD

Results
F_max ... 1.15 eV/Å
ΔE to the lowest compared entry with this formula, charge and spin ... 0.740 eV
Calculated total energy ... -8203.145 eV

XYZ file:
```
10
Properties=species:S:1:pos:R:3:forces:R:3:lowdin_charge:R:1
O -1.3142 1.4215 -0.4625 -0.08 -0.48 0.07 0.04
N 2.2488 0.4683 -1.4165 -0.62 -0.25 0.93 0.15
N -0.5623 -0.5962 0.2628 -0.08 0.04 -0.13 0.01
C 0.7167 -0.0518 0.6600 0.06 0.00 0.13 -0.18
C -1.4669 0.2244 -0.3542 0.00 0.21 0.01 -0.35
C 1.5839 0.2497 -0.4966 0.62 0.22 -0.82 -0.19
H 0.5472 0.8720 1.2197 0.08 -0.10 -0.10 0.13
H -0.6533 -1.5946 0.1564 -0.03 0.12 -0.02 0.13
H 1.2257 -0.7655 1.3138 -0.06 0.14 -0.11 0.13
H -2.3578 -0.3159 -0.7231 0.12 0.10 0.05 0.13
```
Positions in Å, forces in eV/Å.



No. 2
Formula: C3H4N2O
Source: the OMol25 dataset
Level of theory: ωB97M-V/def2-TZVPD

Results
F_max ... 1.73 eV/Å
ΔE to the lowest compared entry with this formula, charge and spin ... 4.600 eV
Calculated total energy ... -8199.285 eV

XYZ file:
```
10
Properties=species:S:1:pos:R:3:forces:R:3:lowdin_charge:R:1
O 1.0306 -1.6119 0.0399 0.74 -0.41 0.02 0.07
N 2.6781 -0.0165 0.0379 -0.04 -1.73 0.03 0.24
N 1.9739 -0.8954 0.0419 0.46 1.07 -0.01 -0.30
C -0.2952 0.5025 -0.0107 -0.09 0.96 -0.02 -0.22
C -1.5545 -0.2343 -0.0177 -0.17 -0.01 -0.01 -0.11
C 0.5961 1.3133 -0.0119 -1.10 0.33 -0.02 0.05
H -1.6541 -0.8813 -0.8932 0.08 0.09 0.11 0.08
H -1.6856 -0.8451 0.8793 0.09 0.08 -0.11 0.08
H 1.2542 2.1477 -0.0178 0.16 -0.14 0.01 0.03
H -2.3436 0.5210 -0.0477 -0.14 -0.24 0.01 0.08
```
Positions in Å, forces in eV/Å.



No. 3
Formula: C3H4N2O
Source: the OMol25 dataset
Level of theory: ωB97M-V/def2-TZVPD

Results
F_max ... 1.96 eV/Å
ΔE to the lowest compared entry with this formula, charge and spin ... 5.342 eV
Calculated total energy ... -8198.543 eV

XYZ file:
```
10
Properties=species:S:1:pos:R:3:forces:R:3:lowdin_charge:R:1
O 1.9870 -1.0690 0.7146 -0.77 -0.55 0.18 -0.05
N 0.7687 -1.1133 0.6924 0.77 -0.05 0.03 0.00
N 1.9788 0.9951 -0.4232 -1.70 0.91 -0.37 0.19
C -1.5441 -0.2736 0.0846 -0.09 -0.11 0.07 -0.05
C -0.0606 -0.2020 0.1144 -0.49 -0.16 0.07 -0.35
C 0.7834 0.7496 -0.3455 0.73 -0.17 0.22 -0.10
H 1.8503 1.8015 -1.0635 1.48 0.32 -0.34 0.12
H -1.9933 0.5793 0.6074 0.06 -0.21 -0.06 0.08
H -1.9100 -0.2686 -0.9494 0.04 -0.06 0.24 0.08
H -1.8602 -1.1989 0.5682 -0.03 0.08 -0.03 0.08
```
Positions in Å, forces in eV/Å.



No. 4
Formula: C3H4N2O
Source: the OMol25 dataset
Level of theory: ωB97M-V/def2-TZVPD

Results
F_max ... 4.23 eV/Å
ΔE to the lowest compared entry with this formula, charge and spin ... 8.958 eV
Calculated total energy ... -8194.927 eV

XYZ file:
```
10
Properties=species:S:1:pos:R:3:forces:R:3:lowdin_charge:R:1
O -0.6855 -1.5197 -0.5720 -0.15 -1.77 -0.57 0.02
N 0.1268 0.1285 1.4526 3.58 -2.25 -0.19 0.09
N -0.9318 -0.0848 -0.6281 -0.31 0.63 -0.24 -0.01
C 0.9878 -0.3923 0.6103 -1.12 1.48 2.68 -0.07
C -1.0815 0.2868 0.7999 -1.18 1.34 -1.89 -0.24
C 0.3739 -0.7069 -0.6617 -1.06 0.61 -0.52 -0.23
H -1.9890 -0.2019 1.1167 0.01 -0.39 0.83 0.13
H -1.2304 1.3536 0.8560 -0.70 0.57 -0.33 0.12
H -0.0782 0.9162 -2.8991 0.08 -0.02 -0.05 0.08
H 2.0109 -0.4932 0.8521 0.86 -0.20 0.29 0.10
```
Positions in Å, forces in eV/Å.



No. 5
Formula: C3H4N2O
Source: the OMol25 dataset
Level of theory: ωB97M-V/def2-TZVPD

Results
F_max ... 2.81 eV/Å
ΔE to the lowest compared entry with this formula, charge and spin ... 4.679 eV
Calculated total energy ... -8199.207 eV

XYZ file:
```
10
Properties=species:S:1:pos:R:3:forces:R:3:lowdin_charge:R:1
O -1.7951 0.1170 -0.3766 -0.19 -0.17 -0.18 0.02
N 1.5126 -0.2798 1.0627 -0.36 -0.01 0.02 0.12
N 0.9583 -0.1474 -2.4843 -0.07 0.38 -0.22 0.16
C 0.2628 -0.3635 0.8936 0.15 0.56 -0.39 -0.18
C -0.4310 0.1636 -0.3473 0.71 2.20 -0.48 -0.34
C 0.2621 0.0981 -1.5840 0.34 -2.45 -0.80 -0.34
H -2.1907 0.5885 0.3692 0.30 -0.01 -0.12 0.12
H 1.7909 -0.7206 1.9417 -0.04 0.04 -0.19 0.06
H 0.0551 1.3966 -1.0760 -0.85 -0.72 2.58 0.26
H -0.4251 -0.8526 1.6010 0.02 0.19 -0.23 0.12
```
Positions in Å, forces in eV/Å.



No. 6
Formula: C3H4N2O
Source: the OMol25 dataset
Level of theory: ωB97M-V/def2-TZVPD

Results
F_max ... 5.29 eV/Å
ΔE to the lowest compared entry with this formula, charge and spin ... 1.655 eV
Calculated total energy ... -8202.230 eV

XYZ file:
```
10
Properties=species:S:1:pos:R:3:forces:R:3:lowdin_charge:R:1
O -1.3648 -0.4788 -0.0594 1.58 0.84 -0.44 0.08
N 0.5140 0.9716 -0.1344 1.63 -2.62 4.30 0.18
N -0.5009 1.8129 -2.0801 -1.27 0.56 -2.24 0.19
C 0.6028 -1.0830 1.1487 -0.20 -0.52 -0.12 -0.01
C -0.2010 -0.2266 0.2099 -0.54 -0.92 1.72 -0.47
C 0.0350 1.4336 -1.0983 -1.48 1.68 -2.82 -0.34
H -1.4554 1.4441 -2.1353 0.04 0.62 -0.28 0.11
H 0.7495 -0.5475 2.0901 0.14 0.07 -0.19 0.09
H 0.0532 -2.0040 1.3618 0.11 0.17 -0.09 0.08
H 1.5677 -1.3223 0.6970 0.00 0.12 0.19 0.08
```
Positions in Å, forces in eV/Å.



No. 7
Formula: C3H4N2O
Source: the OMol25 dataset
Level of theory: ωB97M-V/def2-TZVPD

Results
F_max ... 1.82 eV/Å
ΔE to the lowest compared entry with this formula, charge and spin ... 0.858 eV
Calculated total energy ... -8203.027 eV

XYZ file:
```
10
Properties=species:S:1:pos:R:3:forces:R:3:lowdin_charge:R:1
O -1.3596 1.1152 1.2033 -0.30 0.81 -0.02 0.09
N 0.3648 1.1457 -0.5151 -0.17 -0.13 0.28 0.11
N -0.4273 -0.7110 0.4389 1.08 0.20 -1.19 0.11
C 0.9836 0.0281 -1.0646 0.05 -0.18 -0.05 -0.16
C -0.4432 0.6162 0.3533 0.08 0.02 -0.06 -0.53
C 0.5214 -1.1417 -0.5192 -0.28 0.35 0.22 -0.08
H 1.7325 0.1598 -1.8450 -0.27 -0.20 0.34 0.10
H 0.8067 -2.1664 -0.7198 -0.28 0.23 0.20 0.10
H -1.1259 -0.9810 1.0932 -0.03 -1.81 0.18 0.15
H -1.0530 1.9351 1.5749 0.12 0.72 0.11 0.11
```
Positions in Å, forces in eV/Å.



No. 8
Formula: C3H4N2O
Source: the OMol25 dataset
Level of theory: ωB97M-V/def2-TZVPD

Results
F_max ... 0.48 eV/Å
ΔE to the lowest compared entry with this formula, charge and spin ... 4.915 eV
Calculated total energy ... -8198.971 eV

XYZ file:
```
10
Properties=species:S:1:pos:R:3:forces:R:3:lowdin_charge:R:1
O 0.4848 0.5035 -1.6250 0.38 0.30 -0.01 -0.01
N 0.4921 0.7042 0.7339 0.16 -0.36 0.11 0.03
N 0.4443 -0.4318 1.3214 -0.04 0.35 -0.26 0.09
C -1.1448 -0.5946 -0.3896 0.30 -0.15 0.34 0.04
C -0.4673 -1.2099 0.6685 -0.30 -0.17 0.02 -0.21
C -0.3479 0.6836 -0.5082 -0.10 0.04 -0.01 -0.41
H -0.8621 1.6418 -0.6081 -0.10 -0.26 0.03 0.15
H 0.7757 -0.4206 -1.6065 -0.10 0.09 -0.23 0.10
H 1.2007 1.3658 1.0216 -0.07 -0.02 -0.07 0.15
H -0.5655 -2.2287 1.0215 -0.13 0.19 0.08 0.08
```
Positions in Å, forces in eV/Å.